The following is a DFT calculation (wB97M-V/def2-TZVPD) of an isolated molecule of C5H6O2.

Structure (ORCA input):
```
! wB97M-V def2-TZVPD RIJCOSX def2/J DEFGRID3
* xyz 0 1
C 0.05 1.87 0.71
O -0.64 1.31 1.83
C -0.73 -0.22 1.74
C -0.38 -1.32 1.01
C 0.08 -1.79 -0.30
C -0.82 -1.48 2.36
O -1.20 -2.26 3.17
H 1.21 1.61 0.62
H 0.03 2.87 0.94
H -0.54 1.68 -0.10
H 0.62 -2.65 -0.13
H 0.44 -0.99 -0.89
H -0.75 -2.06 -0.91
*
```

Computed properties:
HOMO level	-9.34	eV
relative energy (zero: lowest compared OMol25 entry of this formula, charge and spin)	4.041	eV
molar mass	98.10	g/mol
total energy	-344.45341	hartree
LUMO energy	0.5139	eV
structure (SMILES)	COc1c(C)c1=O

Results of the Mulliken charge analysis, in e, for atoms 1 through 6: -0.650, -0.369, 0.034, 0.313, -1.213, 0.583

The following is a DFT calculation (wB97M-V/def2-TZVPD) of an isolated molecule of C5H6O2.

Structure (ORCA input):
```
! wB97M-V def2-TZVPD RIJCOSX def2/J DEFGRID3
* xyz 0 3
C 0.53 1.82 0.15
C -0.05 0.90 1.02
C 0.44 -0.45 1.23
C -0.32 -1.05 0.12
C -0.41 -1.04 -1.33
O -0.01 2.86 -0.19
O -0.69 -1.43 1.30
H 1.44 1.46 -0.38
H -1.02 1.03 1.60
H 1.26 -0.87 1.72
H -1.36 -0.89 -2.00
H -0.06 -2.08 -1.61
H 0.23 -0.24 -1.64
*
```

Computed properties:
HOMO level (spin up / spin down)	-6.47 / -9.80	eV
relative energy (zero: lowest compared OMol25 entry of this formula, charge and spin)	2.389	eV
molar mass	98.10	g/mol
total energy	-344.35339	hartree
LUMO energy (spin up / spin down)	0.8729 / -1.5592	eV
⟨S²⟩	2.0193

Results of the Mulliken charge analysis, in e, for atoms 1 through 6: -0.140, -0.100, -0.298, 0.397, -0.803, -0.508

The following is a DFT calculation (wB97M-V/def2-TZVPD) of a cluster of 2 separate species, C5H6O2S in total.

Structure (ORCA input):
```
! wB97M-V def2-TZVPD RIJCOSX def2/J DEFGRID3
* xyz 0 1
C 1.77 -0.33 1.31
C 0.38 -0.13 0.62
C -0.55 -1.10 0.57
C -1.73 -0.73 -0.47
C -1.16 0.49 -1.32
H 2.23 -0.28 3.77
H 2.39 0.59 1.80
H 2.46 -0.58 0.40
H -0.59 -1.95 1.29
H -2.12 -1.52 -1.00
H -2.63 0.02 -0.02
O 1.68 -1.43 2.31
O -1.53 0.96 -2.47
S 0.30 1.14 -0.57
*
```

Computed properties:
HOMO level	-8.96	eV
relative energy (zero: lowest compared OMol25 entry of this formula, charge and spin)	7.360	eV
molar mass	130.17	g/mol
total energy	-742.51440	hartree
LUMO energy	-2.9840	eV

Results of the Mulliken charge analysis, in e, for atoms 1 through 6: -0.385, 0.478, -0.507, -0.547, 0.410, 0.289

The following is a DFT calculation (wB97M-V/def2-TZVPD) of an isolated molecule of C5H6O3.

Structure (ORCA input):
```
! wB97M-V def2-TZVPD RIJCOSX def2/J DEFGRID3
* xyz 0 1
O 0.44 -2.60 -0.31
C 0.00 -1.45 -0.04
C -0.80 -0.71 -0.99
O -0.60 0.51 -1.31
C -0.33 1.62 -0.46
C 0.66 1.63 0.42
O 1.31 0.34 0.51
C 0.72 -0.76 1.18
H -1.73 -0.70 -0.70
H -1.04 -1.15 -2.05
H -1.05 2.36 -0.56
H 0.95 2.60 0.79
H 1.57 -1.34 1.49
H -0.08 -0.36 2.01
*
```

Computed properties:
HOMO level	-9.40	eV
relative energy (zero: lowest compared OMol25 entry of this formula, charge and spin)	4.578	eV
molar mass	114.10	g/mol
total energy	-419.67118	hartree
LUMO energy	0.7664	eV
structure (SMILES)	O=C1COC=COC1

Results of the Mulliken charge analysis, in e, for atoms 1 through 6: -0.582, 0.668, -0.562, -0.406, -0.275, -0.242

The following is a DFT calculation (wB97M-V/def2-TZVPD) of an isolated molecule of C5H6O3.

Structure (ORCA input):
```
! wB97M-V def2-TZVPD RIJCOSX def2/J DEFGRID3
* xyz 0 1
C -0.62 1.25 -0.06
O -1.40 0.26 -1.07
C -0.89 -0.86 -0.58
O -1.11 -0.92 0.91
C -0.19 0.30 1.11
C 1.16 -0.29 0.53
O 1.53 0.48 -0.62
C 0.80 -0.85 -0.62
H 0.21 1.78 -0.58
H -1.43 1.98 0.22
H -1.18 -1.80 -1.30
H -0.22 1.08 1.99
H 1.84 -0.79 1.31
H 1.50 -1.62 -1.24
*
```

Computed properties:
HOMO level	-9.65	eV
relative energy (zero: lowest compared OMol25 entry of this formula, charge and spin)	5.491	eV
molar mass	114.10	g/mol
total energy	-419.63760	hartree
LUMO energy	0.8481	eV
structure (SMILES)	C1O[C@@H]2O[C@H]1[C@@H]1O[C@H]21

Results of the Mulliken charge analysis, in e, for atoms 1 through 6: -0.581, -0.406, 0.117, -0.477, -0.030, 0.082

The following is a DFT calculation (wB97M-V/def2-TZVPD) of an isolated molecule of C5H6O3.

Structure (ORCA input):
```
! wB97M-V def2-TZVPD RIJCOSX def2/J DEFGRID3
* xyz 0 1
C -1.68 0.28 -0.14
C -1.31 -0.95 -0.43
O -0.33 -1.83 -0.04
C 0.77 -1.16 0.52
O 1.77 -0.62 -0.49
C 1.52 0.70 -0.17
C 0.52 1.50 -0.04
O -1.01 1.35 0.31
H -2.72 0.76 -0.57
H -2.25 -1.52 -0.77
H 1.16 -1.97 1.39
H 0.25 -0.35 1.16
H 2.42 1.28 -0.50
H 0.90 2.53 -0.23
*
```

Computed properties:
HOMO level	-8.74	eV
relative energy (zero: lowest compared OMol25 entry of this formula, charge and spin)	5.711	eV
molar mass	114.10	g/mol
total energy	-419.62952	hartree
LUMO energy	0.7347	eV
structure (SMILES)	C1=C\OCO/C=C\O/1

Results of the Mulliken charge analysis, in e, for atoms 1 through 6: 0.114, -0.159, -0.312, -0.497, -0.322, -0.001

The following is a DFT calculation (wB97M-V/def2-TZVPD) of an isolated molecule of C5H6O3.

Structure (ORCA input):
```
! wB97M-V def2-TZVPD RIJCOSX def2/J DEFGRID3
* xyz 0 3
C -1.28 -0.69 0.09
C -1.69 0.72 -0.01
C 0.00 -1.07 0.05
C -0.75 1.66 -0.02
C 1.05 0.03 0.06
O 0.58 1.33 0.15
O 1.86 -0.07 1.22
O 1.76 -0.05 -1.09
H -2.17 -1.24 0.05
H -2.78 0.78 -0.10
H 0.19 -2.17 0.07
H -0.96 2.67 -0.14
H 2.05 -1.06 1.17
H 2.14 -0.84 -1.49
*
```

Computed properties:
HOMO level (spin up / spin down)	-5.29 / -10.34	eV
relative energy (zero: lowest compared OMol25 entry of this formula, charge and spin)	0.591	eV
molar mass	114.10	g/mol
total energy	-419.65443	hartree
LUMO energy (spin up / spin down)	0.6007 / -2.0448	eV
⟨S²⟩	2.0072

Results of the Mulliken charge analysis, in e, for atoms 1 through 6: -0.458, -0.121, -0.655, -0.608, 1.077, -0.378

The following is a DFT calculation (wB97M-V/def2-TZVPD) of a structure of composition C5H6O3Tl.

Structure (ORCA input):
```
! wB97M-V def2-TZVPD RIJCOSX def2/J DEFGRID3
* xyz 1 1
O 2.62 0.78 -0.47
C 1.57 0.19 -0.36
O 0.47 0.54 -0.99
O 1.39 -0.86 0.41
C 0.03 -1.32 0.33
C -0.63 -0.34 -0.65
C -1.76 0.47 -0.06
C -1.52 1.22 1.13
Tl 4.61 0.45 0.25
H -0.40 -1.28 1.33
H 0.04 -2.35 -0.04
H -0.94 -0.83 -1.58
H -2.60 -0.18 0.28
H -2.11 1.50 -0.56
H -0.76 2.00 0.96
*
```

Computed properties:
HOMO level (spin up / spin down)	-11.96 / -11.91	eV
molar mass	318.48	g/mol
total energy	-591.93849	hartree
LUMO energy (spin up / spin down)	-4.1490 / -4.1493	eV

Results of the Mulliken charge analysis, in e, for atoms 1 through 6: -0.620, 0.957, -0.315, -0.312, -0.434, 0.287

The following is a DFT calculation (wB97M-V/def2-TZVPD) of a structure of composition C5H6O4Pb.

Structure (ORCA input):
```
! wB97M-V def2-TZVPD RIJCOSX def2/J DEFGRID3
* xyz 2 1
O 2.76 0.29 0.29
C 2.42 -0.91 -0.04
C 1.48 -1.24 -0.98
O 0.77 -0.19 -1.54
Pb 2.54 2.15 -0.24
H 2.92 -1.75 0.47
H 1.19 -2.25 -1.25
C -2.11 0.11 2.06
C -1.93 0.23 0.76
O -0.62 0.12 0.26
C -0.28 0.47 -0.92
O -1.01 1.30 -1.57
H -1.28 -0.07 2.74
H -2.70 0.39 0.00
H -3.11 0.23 2.47
H -1.03 1.13 -2.52
*
```

Computed properties:
HOMO level	-17.07	eV
relative energy (zero: lowest compared OMol25 entry of this formula, charge and spin)	0.287	eV
molar mass	337.30	g/mol
total energy	-687.17250	hartree
LUMO energy	-9.9772	eV

Results of the Mulliken charge analysis, in e, for atoms 1 through 6: -0.582, 0.203, -0.304, -0.324, 1.234, 0.393

The following is a DFT calculation (wB97M-V/def2-TZVPD) of an isolated molecule of C5H6OS.

Structure (ORCA input):
```
! wB97M-V def2-TZVPD RIJCOSX def2/J DEFGRID3
* xyz 0 1
C 0.81 1.97 -0.32
C 0.74 0.68 0.43
C 1.89 -0.22 0.17
C 1.31 -1.40 -0.12
O -0.02 -1.43 -0.17
C -0.50 -0.18 0.03
S -2.08 0.06 0.03
H 1.59 2.63 0.08
H 0.97 1.67 -1.36
H -0.15 2.58 -0.19
H 0.79 0.82 1.49
H 3.01 0.05 0.05
H 1.76 -2.41 -0.30
*
```

Computed properties:
HOMO level	-8.90	eV
relative energy (zero: lowest compared OMol25 entry of this formula, charge and spin)	1.185	eV
molar mass	114.17	g/mol
total energy	-667.49458	hartree
LUMO energy	0.1720	eV
structure (SMILES)	C[C@@H]1C=COC1=S

Results of the Mulliken charge analysis, in e, for atoms 1 through 6: -1.302, 0.809, -0.660, -0.156, -0.338, -0.037

The following is a DFT calculation (wB97M-V/def2-TZVPD) of an isolated molecule of C5H6OS.

Structure (ORCA input):
```
! wB97M-V def2-TZVPD RIJCOSX def2/J DEFGRID3
* xyz 0 1
C 0.21 -2.11 0.21
C -0.32 -0.76 0.15
S -1.85 -0.22 0.61
C -1.42 1.45 0.49
C -0.22 1.67 -0.15
C 0.57 0.58 -0.29
O 1.82 0.49 -0.72
H 0.52 -2.27 -0.82
H 1.15 -2.14 0.85
H -0.47 -2.89 0.53
H -2.25 2.10 0.35
H 0.08 2.77 -0.31
H 2.18 1.34 -0.89
*
```

Computed properties:
HOMO level	-7.30	eV
relative energy (zero: lowest compared OMol25 entry of this formula, charge and spin)	1.881	eV
molar mass	114.17	g/mol
total energy	-667.46901	hartree
LUMO energy	0.7422	eV
structure (SMILES)	Cc1sccc1O

Results of the Mulliken charge analysis, in e, for atoms 1 through 6: -0.950, 0.217, -0.108, -0.580, -0.295, 0.372

The following is a DFT calculation (wB97M-V/def2-TZVPD) of an isolated molecule of C5H6OS.

Structure (ORCA input):
```
! wB97M-V def2-TZVPD RIJCOSX def2/J DEFGRID3
* xyz 0 1
C 1.15 2.05 0.39
C 0.81 0.04 -1.05
C 0.23 1.13 0.81
C 0.71 -1.05 -2.18
C -0.49 1.10 2.08
O 0.01 0.05 0.02
S 1.90 1.33 -1.03
H 1.53 -1.72 -2.18
H 0.65 -0.42 -2.98
H -0.21 -1.52 -1.96
H -0.56 2.08 2.57
H -0.06 0.40 2.84
H -1.46 0.76 2.13
*
```

Computed properties:
HOMO level	-8.15	eV
relative energy (zero: lowest compared OMol25 entry of this formula, charge and spin)	2.958	eV
molar mass	114.17	g/mol
total energy	-667.42942	hartree
LUMO energy	0.1968	eV

Results of the Mulliken charge analysis, in e, for atoms 1 through 6: -0.668, 0.560, 0.728, -1.001, -1.342, -0.295